Density functional theory data (wB97M-V/def2-TZVPD) for 9 unconnected molecules or ions with the total composition C41H107N9O9.

Its SMILES is CC1(C)CCCC(C)(C)N1O.COC[C@H](C)N.COC[C@H](C)N.COC[C@H](C)N.COC[C@H](C)N.COC[C@H](C)N.COC[C@H](C)N.COC[C@H](C)N.COC[C@H](C)N. Its largest force on an atom is 4.2 eV Å⁻¹. The frontier orbital gap comes out at 9.098 eV. Its energy relative to the best compared isomer or geometry (same formula, charge and spin) is 11.14 kcal/mol. The calculation puts the HOMO energy at -8.53 eV.

Each line ends with the Löwdin charge.
Element x y z (Å)
C  -17.009  -15.571  6.499  -0.050
C  -17.023  -14.089  6.013  -0.404
C  -17.248  -13.886  4.498  -0.224
O  -17.062  -12.518  4.193  -0.205
C  -17.668  -12.184  2.903  -0.074
N  -18.021  -13.368  6.784  0.068
H  -17.947  -16.138  6.193  0.066
H  -16.947  -15.548  7.589  0.041
H  -16.111  -16.101  6.125  0.081
H  -15.970  -13.697  6.151  0.147
H  -18.271  -14.150  4.190  0.100
H  -16.547  -14.533  3.951  0.125
H  -18.672  -12.585  2.802  0.073
H  -17.138  -12.682  2.116  0.072
H  -17.722  -11.085  2.743  0.097
H  -18.942  -13.738  6.599  0.035
H  -18.074  -12.333  6.647  0.071
C  -25.703  -14.169  6.533  -0.071
C  -24.960  -14.297  5.300  -0.504
C  -25.364  -15.458  4.480  -0.163
O  -24.622  -15.444  3.192  -0.192
C  -24.685  -16.681  2.617  -0.173
N  -24.931  -13.051  4.507  0.063
H  -25.823  -15.107  7.019  0.060
H  -26.662  -13.708  6.358  0.087
H  -25.250  -13.500  7.285  0.081
H  -23.876  -14.519  5.514  0.125
H  -26.482  -15.479  4.319  0.152
H  -25.055  -16.363  5.036  0.120
H  -25.678  -16.901  2.239  0.079
H  -24.420  -17.422  3.376  0.073
H  -23.997  -16.808  1.713  0.112
H  -24.486  -12.262  5.023  0.076
H  -24.457  -13.259  3.666  0.042
C  -19.354  -14.353  10.422  -0.016
C  -18.660  -15.597  9.741  -0.400
C  -18.036  -16.392  10.843  -0.261
O  -18.936  -16.762  11.832  -0.177
C  -18.429  -17.829  12.639  -0.086
N  -19.591  -16.379  8.954  0.072
H  -19.537  -13.562  9.690  0.051
H  -18.742  -13.942  11.264  0.056
H  -20.311  -14.624  10.795  0.054
H  -17.840  -15.330  9.064  0.099
H  -17.271  -15.762  11.288  0.116
H  -17.592  -17.311  10.470  0.121
H  -19.029  -17.961  13.528  0.085
H  -17.386  -17.721  12.913  0.083
H  -18.454  -18.729  12.034  0.080
H  -20.342  -16.910  9.374  0.045
H  -18.983  -17.017  8.382  0.085
C  -14.412  -9.948  2.700  -0.069
C  -14.710  -9.841  4.198  -0.382
C  -13.581  -10.485  5.039  -0.231
O  -12.392  -9.949  4.569  -0.222
C  -11.229  -10.168  5.290  -0.110
N  -14.746  -8.345  4.517  0.016
H  -14.421  -11.011  2.371  0.087
H  -13.375  -9.577  2.565  0.079
H  -15.064  -9.362  2.082  0.063
H  -15.666  -10.295  4.545  0.123
H  -13.687  -11.576  4.916  0.125
H  -13.678  -10.220  6.118  0.119
H  -10.698  -11.063  4.979  0.080
H  -11.472  -10.247  6.411  0.109
H  -10.636  -9.283  5.112  0.082
H  -14.744  -8.189  5.545  0.062
H  -13.950  -7.870  4.067  0.066
C  -21.818  -11.282  6.744  -0.040
C  -21.369  -12.371  7.716  -0.472
C  -22.391  -12.432  8.848  -0.126
O  -22.541  -11.058  9.410  -0.219
C  -21.608  -10.682  10.440  -0.087
N  -21.236  -13.598  7.002  0.052
H  -22.726  -11.585  6.284  0.047
H  -21.081  -11.043  5.976  0.078
H  -22.012  -10.366  7.318  0.083
H  -20.302  -12.061  8.117  0.139
H  -22.129  -13.126  9.616  0.103
H  -23.303  -12.563  8.319  0.097
H  -20.770  -10.114  10.049  0.048
H  -21.243  -11.578  10.927  0.070
H  -22.173  -10.053  11.162  0.096
H  -22.246  -13.808  6.792  0.075
H  -21.094  -14.421  7.620  0.064
C  -20.528  -15.828  4.509  -0.057
C  -21.161  -17.148  4.927  -0.412
C  -19.974  -18.156  5.172  -0.151
O  -20.496  -19.523  5.357  -0.237
C  -20.238  -20.441  4.259  -0.092
N  -21.980  -16.961  6.112  0.062
H  -21.267  -15.160  4.213  0.053
H  -19.912  -15.954  3.600  0.090
H  -19.939  -15.633  5.396  0.050
H  -21.830  -17.588  4.207  0.125
H  -19.428  -17.888  6.079  0.096
H  -19.243  -18.114  4.323  0.124
H  -20.102  -19.834  3.333  0.087
H  -21.104  -21.141  4.140  0.091
H  -19.377  -21.095  4.396  0.072
H  -22.423  -17.830  6.397  0.070
H  -21.416  -16.712  6.916  0.037
C  -24.528  -17.390  11.123  -0.071
C  -23.391  -17.156  10.107  -0.472
C  -22.843  -18.533  9.898  -0.222
O  -21.740  -18.458  8.973  -0.243
C  -21.220  -19.729  8.666  -0.113
N  -23.902  -16.495  8.949  0.074
H  -24.904  -16.377  11.247  0.076
H  -24.140  -17.871  12.020  0.073
H  -25.359  -18.069  10.745  0.101
H  -22.578  -16.563  10.615  0.153
H  -23.637  -19.202  9.519  0.129
H  -22.499  -18.948  10.884  0.139
H  -21.118  -19.835  7.582  0.056
H  -21.939  -20.652  8.887  0.127
H  -20.255  -19.830  9.200  0.090
H  -23.256  -16.519  8.211  0.016
H  -24.844  -16.757  8.625  0.091
C  -16.105  -9.177  8.800  -0.037
C  -17.628  -9.084  9.147  -0.401
C  -18.456  -10.083  8.312  -0.223
O  -18.388  -10.062  6.903  -0.216
C  -19.104  -8.932  6.344  -0.066
N  -17.947  -9.300  10.537  0.069
H  -15.996  -9.402  7.732  0.052
H  -15.605  -10.084  9.296  0.102
H  -15.660  -8.219  8.937  0.055
H  -17.957  -8.071  8.953  0.130
H  -19.530  -10.073  8.502  0.085
H  -18.064  -11.083  8.510  0.117
H  -19.216  -9.172  5.325  0.070
H  -18.498  -8.010  6.431  0.097
H  -20.060  -8.799  6.812  0.075
H  -17.733  -8.613  11.215  0.044
H  -17.500  -10.106  10.834  0.028
C  -16.912  -13.048  12.886  -0.059
C  -16.592  -11.982  13.903  -0.551
C  -15.230  -11.418  13.468  -0.151
C  -14.871  -10.160  14.160  -0.208
C  -15.944  -9.116  13.996  -0.115
C  -17.336  -9.712  14.463  -0.486
N  -17.627  -10.995  13.832  -0.103
O  -18.850  -11.469  14.382  -0.022
C  -17.292  -9.756  16.054  -0.037
C  -18.484  -8.745  14.152  -0.056
C  -16.413  -12.618  15.291  -0.027
H  -17.165  -12.570  11.897  0.099
H  -17.725  -13.655  13.231  0.070
H  -16.127  -13.760  12.691  0.082
H  -14.480  -12.243  13.642  0.141
H  -15.276  -11.219  12.347  0.135
H  -13.914  -9.825  13.830  0.105
H  -14.755  -10.399  15.217  0.104
H  -16.069  -8.705  12.959  0.116
H  -15.817  -8.179  14.612  0.132
H  -17.530  -8.706  16.341  0.089
H  -18.038  -10.347  16.566  0.076
H  -16.360  -10.094  16.472  0.046
H  -18.748  -8.807  13.079  0.062
H  -19.431  -9.014  14.766  0.117
H  -18.169  -7.708  14.272  0.078
H  -17.359  -13.127  15.559  0.093
H  -16.089  -12.050  16.159  0.065
H  -15.679  -13.421  15.264  0.083
H  -19.377  -11.687  13.569  0.131